[1]
Below is a molecular structure, C5H8LiLuO4, with properties calculated with ωB97M-V/def2-TZVPD.

Properties
Relative energy (zero: lowest compared OMol25 entry of this formula, charge and spin) = 3.824 eV
Calculated total energy = -47320.7262 eV
Expectation value of S² = 0.7510
E_HOMO (alpha / beta) = -10.455 / -10.452 eV
LUMO level (alpha / beta) = -5.1 / -6.0 eV
Orbital gap (alpha / beta) = 5.4 / 4.4 eV

Structure (ORCA input):
```
! wB97M-V def2-TZVPD RIJCOSX def2/J DEFGRID3
* xyz 1 2
C 2.0921 1.6580 0.8472
C 1.2908 0.7443 1.7707
O -0.0545 0.9781 1.7193
Li -0.9207 1.7504 0.3824
H 3.1769 1.5089 0.9625
H 1.8293 1.4522 -0.2035
H 1.8526 2.7135 1.0550
H 1.6723 0.8173 2.8141
H 1.5074 -0.3606 1.4734
O -2.1839 -2.5094 -0.8485
C -1.8487 0.7090 -1.2862
C -1.0862 -2.2549 -0.3525
O -2.9231 0.6866 -1.8852
O -1.0512 -0.3877 -1.7963
C -0.2792 -1.0995 -0.8569
Lu -3.1017 -1.5119 -2.8035
H -0.5921 -2.9769 0.3205
H 0.6470 -1.4719 -1.3209
H -0.0270 -0.4454 0.0084
*
```

Partial charges, natural (NBO), in e: number 1, C, carries -0.64; number 2, C, carries -0.03; number 3, O, carries -1.04; number 4, Li, carries 0.89; number 5, H, carries 0.22; number 6, H, carries 0.16; number 7, H, carries 0.21; number 8, H, carries 0.16; number 9, H, carries 0.07; number 10, O, carries -0.72; number 11, C, carries 0.39; number 12, C, carries 0.52; number 13, O, carries -0.80; number 14, O, carries -0.68; number 15, C, carries -0.26; number 16, Lu, carries 1.77; number 17, H, carries 0.20; number 18, H, carries 0.26; number 19, H, carries 0.31

=====

[2]
Below is a molecular structure, C5H8LiO3Yb, with properties calculated with ωB97M-V/def2-TZVPD.

Properties
Relative energy (zero: lowest compared OMol25 entry of this formula, charge and spin) = 2.198 eV
Calculated total energy = -43155.9410 eV
Expectation value of S² = 2.0158
E_HOMO (alpha / beta) = -16.306 / -20.753 eV
LUMO level (alpha / beta) = -12.9 / -12.9 eV
Orbital gap (alpha / beta) = 3.4 / 7.9 eV

Structure (ORCA input):
```
! wB97M-V def2-TZVPD RIJCOSX def2/J DEFGRID3
* xyz 3 3
C 0.8064 1.2681 -3.4808
C 2.0101 1.5030 -3.2482
H 0.1265 0.4913 -3.8101
H 2.3790 1.7386 -4.3382
H 1.7860 0.4832 -1.4636
Li -1.4119 2.6434 -0.1728
O -0.0873 -0.6626 0.7855
Yb 2.1440 -2.3973 0.2518
O 1.4338 -0.1781 -0.6141
C 0.2244 0.1248 -0.2122
O -0.4086 1.1057 -0.5963
C -1.1199 -0.2823 1.7399
C -1.2327 -1.3900 2.7522
H -0.8178 0.6666 2.2008
H -2.0439 -0.1340 1.1674
H -0.2990 -1.4957 3.3195
H -2.0381 -1.1350 3.4522
H -1.4510 -2.3496 2.2669
*
```

Partial charges, natural (NBO), in e: number 1, C, carries -0.15; number 2, C, carries -0.21; number 3, H, carries 0.24; number 4, H, carries 0.24; number 5, H, carries 0.58; number 6, Li, carries 0.99; number 7, O, carries -0.57; number 8, Yb, carries 1.96; number 9, O, carries -0.85; number 10, C, carries 1.04; number 11, O, carries -0.73; number 12, C, carries -0.08; number 13, C, carries -0.65; number 14, H, carries 0.21; number 15, H, carries 0.22; number 16, H, carries 0.22; number 17, H, carries 0.29; number 18, H, carries 0.23

=====

[3]
Below is a molecular structure, C5H8MnO3, with properties calculated with ωB97M-V/def2-TZVPD.

Properties
Relative energy (zero: lowest compared OMol25 entry of this formula, charge and spin) = 0.688 eV
Calculated total energy = -42767.3545 eV
Expectation value of S² = 12.0091
E_HOMO (alpha / beta) = -11.720 / -14.811 eV
LUMO level (alpha / beta) = -6.0 / -6.2 eV
Orbital gap (alpha / beta) = 5.7 / 8.6 eV

Structure (ORCA input):
```
! wB97M-V def2-TZVPD RIJCOSX def2/J DEFGRID3
* xyz 1 7
Mn 1.5668 1.5399 -0.1712
O -0.1679 1.1215 -0.7469
O -0.4371 -1.1395 -0.6024
C 0.8847 -1.6896 -0.6388
C 1.5180 -1.3301 0.6972
O 1.1366 0.0134 0.9155
C -0.5140 0.0958 -0.0325
H 0.7736 -2.7707 -0.7709
H 1.4333 -1.2482 -1.4858
H 2.6029 -1.5040 0.6863
H 1.0804 -1.9515 1.4951
C -1.7570 0.2200 0.8402
C -2.9857 0.3537 0.0085
H -1.8066 -0.6702 1.4811
H -1.6101 1.1084 1.4711
H -3.2040 1.2947 -0.4967
H -3.5842 -0.5226 -0.2399
*
```

Partial charges, natural (NBO), in e: number 1, Mn, carries 1.65; number 2, O, carries -0.86; number 3, O, carries -0.50; number 4, C, carries -0.10; number 5, C, carries -0.11; number 6, O, carries -0.83; number 7, C, carries 0.87; number 8, H, carries 0.24; number 9, H, carries 0.17; number 10, H, carries 0.21; number 11, H, carries 0.20; number 12, C, carries -0.57; number 13, C, carries -0.23; number 14, H, carries 0.25; number 15, H, carries 0.24; number 16, H, carries 0.19; number 17, H, carries 0.20